{
  "formula": "C30H74N2O14",
  "method": "ωB97M-V/def2-TZVPD",
  "species": ["C", "C", "C", "C", "C", "C", "N", "O", "C", "C", "C", "H", "H", "H", "H", "H", "H", "H", "H", "H", "H", "H", "H", "H", "H", "H", "H", "H", "H", "H", "C", "C", "C", "C", "C", "C", "N", "O", "C", "C", "C", "H", "H", "H", "H", "H", "H", "H", "H", "H", "H", "H", "H", "H", "H", "H", "H", "H", "H", "H", "C", "C", "O", "O", "H", "H", "H", "H", "H", "H", "C", "C", "O", "O", "H", "H", "H", "H", "H", "H", "C", "C", "O", "O", "H", "H", "H", "H", "H", "H", "C", "C", "O", "O", "H", "H", "H", "H", "H", "H", "C", "C", "O", "O", "H", "H", "H", "H", "H", "H", "C", "C", "O", "O", "H", "H", "H", "H", "H", "H"],
  "positions_angstrom": [[-3.078563, 2.895319, 0.199339], [-3.109661, 3.962509, -0.897905], [-4.308831, 4.985116, -0.746879], [-4.230276, 6.479830, -1.404628], [-2.817143, 7.081719, -1.166051], [-1.687864, 6.128006, -1.600084], [-1.795213, 4.777410, -0.919568], [-0.577674, 3.978571, -1.016931], [-1.686013, 5.899162, -3.185752], [-0.329427, 6.759549, -1.206471], [-3.386071, 3.230366, -2.200956], [-2.610502, 3.132065, 1.154831], [-2.513094, 2.056249, -0.206016], [-4.067117, 2.437478, 0.234466], [-5.261656, 4.512481, -0.985286], [-4.206492, 5.057715, 0.335872], [-5.059847, 7.131516, -1.130345], [-4.424097, 6.429449, -2.476069], [-2.495761, 7.269062, -0.141498], [-2.633102, 7.996047, -1.730180], [-0.828331, 5.277301, -3.442205], [-2.630026, 5.588209, -3.633242], [-1.380632, 6.780916, -3.749082], [-0.048445, 6.504090, -0.184769], [0.424198, 6.324980, -1.863217], [-0.353780, 7.848923, -1.234124], [-3.625811, 3.853780, -3.062348], [-4.291302, 2.626776, -2.135116], [-2.524517, 2.598177, -2.415806], [-0.533152, 4.054221, -1.972907], [-0.846718, -7.528513, 2.780304], [-0.103914, -6.120557, 2.943297], [0.701947, -6.193742, 4.293791], [2.041055, -7.032530, 4.174564], [2.796865, -6.560997, 2.962172], [2.046209, -6.406390, 1.587566], [0.731300, -5.787783, 1.767346], [0.021532, -5.761123, 0.615488], [2.873680, -5.538166, 0.586447], [2.066565, -7.767686, 0.926158], [-1.051636, -4.922273, 3.199602], [-1.699457, -7.486793, 3.457943], [-0.219342, -8.387975, 3.016590], [-1.216016, -7.734395, 1.775658], [1.069797, -5.210000, 4.585396], [0.113650, -6.708647, 5.053313], [1.728941, -8.072250, 4.076218], [2.649739, -7.136879, 5.072733], [3.730600, -7.105499, 2.821641], [3.023501, -5.537190, 3.259766], [2.931515, -4.493282, 0.891357], [3.921915, -5.770958, 0.399056], [2.389502, -5.615709, -0.387026], [1.593709, -8.504553, 1.575408], [1.515604, -7.854226, -0.010352], [3.002735, -8.241558, 0.630964], [-1.871585, -4.791937, 2.493344], [-0.698440, -3.896230, 3.302472], [-1.435146, -5.132836, 4.197941], [-0.082075, -4.813072, 0.505640], [4.555483, -1.414390, -1.553170], [5.542521, -2.068346, -0.640266], [6.899914, -2.013271, -1.072974], [4.710101, 0.030885, -1.485785], [3.574822, -1.764629, -1.231092], [4.830825, -1.884981, -2.497017], [5.327285, -3.136469, -0.610808], [5.593921, -1.744948, 0.399389], [7.512198, -2.404581, -0.445602], [5.623623, 0.259158, -1.672764], [2.642025, 4.091568, -0.511396], [2.644137, 2.533385, -0.603737], [2.980008, 2.226916, -1.891023], [3.907870, 4.371696, -0.945199], [2.126660, 4.460226, 0.375501], [1.998268, 4.405194, -1.333172], [1.697676, 2.051779, -0.358012], [3.456889, 2.162182, 0.020560], [3.254095, 1.307678, -1.929481], [3.906712, 3.734589, -1.663316], [-0.601688, -1.338105, 0.364654], [-0.002196, -0.642773, -0.844844], [0.810385, -1.393307, -1.614586], [-1.438188, -0.387096, 1.061820], [0.084262, -1.531866, 1.189296], [-0.926339, -2.358174, 0.159363], [0.384382, 0.345255, -0.594960], [-0.814148, -0.544128, -1.565332], [0.889381, -0.941038, -2.457678], [-2.264272, -0.367824, 0.573121], [-4.677004, -0.584459, 0.862921], [-4.498277, -1.965528, 1.433559], [-4.912706, -3.024320, 0.536320], [-4.167282, -0.552588, -0.485776], [-4.085940, 0.153269, 1.405609], [-5.740358, -0.428873, 0.680793], [-5.221520, -2.007606, 2.247963], [-3.455420, -2.216488, 1.627351], [-4.064763, -3.448149, 0.384780], [-4.859148, -0.775042, -1.113015], [-0.241356, 1.383758, -3.930342], [0.292000, 2.661356, -4.636107], [1.172513, 3.340975, -3.738737], [0.742472, 0.456981, -3.828564], [-1.074440, 0.949201, -4.482802], [-0.815630, 1.443343, -3.005807], [-0.542339, 3.278172, -4.970055], [0.727853, 2.351367, -5.585862], [1.690388, 2.699774, -3.246529], [1.102509, 0.224035, -4.687468], [1.286408, 3.621181, 3.040020], [0.150586, 2.695627, 2.536603], [0.181113, 1.415300, 3.145519], [2.549028, 3.316221, 2.633280], [1.281253, 3.624546, 4.129998], [1.071729, 4.558951, 2.527569], [0.091431, 2.563721, 1.456241], [-0.844368, 3.107537, 2.705370], [-0.511845, 0.925497, 2.696629], [2.810670, 2.644409, 3.267176]],
  "atomic_forces_ev_per_a": [[0.29, -0.47, -0.93], [0.57, 1.80, -1.94], [1.24, 1.47, 1.07], [1.03, -1.67, 0.43], [0.24, -1.15, -0.20], [0.16, -1.35, -1.61], [-1.48, 0.50, 2.01], [-2.15, 1.10, -0.64], [0.62, 0.88, 0.72], [-0.32, -0.72, 0.06], [0.21, -0.43, -0.63], [-0.47, 0.44, -0.03], [0.47, 0.00, 0.02], [-0.28, 0.37, 0.63], [0.15, -0.13, -0.03], [-0.92, 0.87, 0.29], [0.12, -0.15, 0.90], [0.43, -0.38, -0.27], [-0.96, 0.22, 0.41], [-0.30, 0.10, -0.03], [-0.27, -0.79, -0.03], [0.20, -0.33, 0.29], [-0.23, 0.63, 0.33], [-0.18, -0.20, 0.04], [0.28, 0.43, 0.09], [-0.02, -0.03, -0.49], [0.45, 0.36, 0.13], [0.13, -0.42, 0.41], [-0.14, -0.21, -0.35], [1.23, -0.87, -0.61], [-0.07, 1.33, 0.07], [0.39, -0.50, 0.10], [2.42, -1.00, -0.85], [-2.14, -1.23, -0.79], [-0.09, 1.60, -0.19], [1.94, -0.64, -0.31], [2.33, -0.13, 3.09], [-1.23, 0.16, -1.40], [-0.28, 0.76, 0.32], [-1.39, -1.96, -0.30], [-1.05, -0.55, 0.29], [-0.07, -0.34, 0.03], [0.18, 0.28, 0.32], [-0.04, 0.48, -0.08], [-0.67, 0.26, 0.21], [-0.34, 0.58, 0.02], [-0.11, -0.34, -0.42], [0.05, 0.94, 0.11], [-0.04, 0.05, -0.20], [0.64, 0.34, -0.25], [-0.45, 0.21, 0.07], [-0.01, -0.84, 0.46], [-0.10, 0.24, 0.01], [-0.09, -0.17, 0.16], [-0.40, 0.57, -0.02], [0.61, 0.71, 0.51], [-0.24, -0.60, -0.06], [1.22, -0.29, -0.21], [-0.71, 0.07, -0.08], [-0.25, 0.10, -0.63], [1.81, 0.34, 0.84], [1.24, -1.73, 1.71], [0.30, 0.96, -1.48], [-1.11, -1.08, -0.44], [-0.21, 0.70, -0.20], [-0.45, 0.62, -0.70], [-0.67, -0.22, 0.05], [-0.92, 0.48, 0.06], [-0.38, 0.00, 0.18], [0.19, -0.15, -0.06], [-2.55, -2.50, -1.37], [-1.03, 0.74, 2.64], [0.00, -0.35, -2.80], [1.90, 1.75, 0.80], [1.32, 0.28, 0.43], [-0.75, 0.13, 0.00], [-0.19, 0.18, 0.40], [-0.23, 0.01, 0.60], [0.53, -0.28, -0.06], [1.10, 0.10, -0.71], [1.74, 0.80, 1.73], [-2.55, 0.77, -0.18], [3.02, -2.25, -0.40], [-0.57, -1.04, -0.77], [0.97, 0.00, -0.43], [-1.19, 0.22, -0.40], [0.12, 0.04, 0.32], [-1.24, 1.14, 0.64], [0.12, 0.12, -0.32], [-0.32, 0.35, -0.26], [-0.07, -0.86, -2.39], [-0.75, -0.81, -0.24], [0.34, 0.65, 0.12], [1.00, 0.43, -0.04], [-0.70, 0.19, 0.34], [-0.13, 0.65, 1.15], [0.70, -0.20, 0.76], [-0.06, 0.64, 0.93], [-0.41, -0.47, -0.60], [0.05, -0.20, 0.18], [-2.44, 1.16, -1.77], [-0.69, -0.80, 1.72], [-1.05, 0.61, -1.35], [2.14, -1.92, 1.09], [-0.16, 0.07, -1.07], [1.04, 0.88, 0.71], [0.00, 0.48, 0.56], [0.68, -0.16, -0.02], [0.49, -0.37, 0.37], [-0.07, 0.10, -0.13], [-2.64, 0.09, -0.80], [-0.27, -0.19, -0.10], [0.39, -0.02, 0.24], [1.75, -1.29, -0.20], [-0.59, 0.60, 0.13], [-0.30, 0.52, 0.73], [0.89, 0.21, -0.40], [0.02, 0.78, 0.66], [-0.03, -0.51, -0.03], [0.70, -0.31, -0.35]],
  "homo_energy_ha": -0.29678,
  "relative_energy_ev": 4.154,
  "lumo_energy_ev": 0.32,
  "charge": 0,
  "gap_ev": 8.39
}